# 1
A molecular structure, C31H46NO2RbSe2Te at a distorted geometry. Source: the OMol25 dataset; level of theory: wB97M-V/def2-TZVPD.

The charge is -2. Its gap between HOMO and LUMO is 5.1 eV. The max |F| comes out at 2.74 eV/A. The energy relative to the best compared isomer or geometry (same formula, charge and spin) comes out at 3.0 kcal per mole. The calculated total energy comes out at -177120.355 eV.

Last column: Löwdin charge in e.
Positions of all 84 atoms, in Å:
Rb -0.40865 -3.11209 -0.92936  0.85
C -2.93775 5.16127 -2.06169  -0.06
C -1.95548 4.75417 -0.91794  -0.55
C -0.60360 5.39854 -1.18897  -0.09
C -2.44902 5.38892 0.45041  -0.06
C -1.93509 3.24730 -0.85011  -0.22
C -0.83847 2.48792 -1.37038  -0.11
C -0.82696 1.12666 -1.21083  -0.42
Se 0.46430 0.12803 -2.25998  1.06
C 1.77168 0.05632 -0.85355  -0.43
C 2.36880 1.27579 -0.56475  -0.10
C 3.40880 1.41992 0.37432  -0.21
C 3.81875 0.34592 1.16561  0.02
C 3.27672 -0.91326 0.85148  -0.09
C 2.26623 -1.04920 -0.19492  -0.42
O 1.83314 -2.23731 -0.47397  -0.42
C 3.85890 -2.16950 1.46603  -0.60
C 4.43611 -3.01543 0.38581  -0.07
C 4.89251 -1.88281 2.53892  -0.09
C 2.78094 -2.91579 2.22738  -0.06
C 3.88128 2.84062 0.50497  -0.57
C 4.88749 3.01000 1.64815  -0.07
C 4.43369 3.31849 -0.80281  -0.07
C 2.60733 3.71454 0.87927  -0.03
C -1.84834 0.43609 -0.39880  -0.40
O -1.72661 -0.82458 -0.17747  -0.28
C -3.05728 1.15898 -0.01759  -0.07
C -3.05609 2.54028 -0.35316  -0.01
C -4.20078 0.47078 0.81803  -0.53
C -4.80959 -0.69411 -0.01548  -0.05
C -5.32716 1.43104 1.15029  -0.10
C -3.68467 -0.11082 2.16526  -0.06
H -2.85234 6.24902 -2.28972  0.08
H -3.97781 4.89784 -1.85449  0.07
H -2.67066 4.75937 -3.01219  0.06
H -0.66285 6.50499 -1.13469  0.08
H -0.26162 5.20475 -2.20386  0.08
H 0.14927 5.14180 -0.43860  0.08
H -1.75171 6.29263 0.63234  0.08
H -2.22950 4.64779 1.25485  0.08
H -3.52930 5.72442 0.53076  0.08
H 0.03398 2.96116 -1.79954  0.08
H 2.02855 2.17125 -1.12356  0.08
H 4.45293 0.47313 2.03834  0.09
H 5.18815 -2.45015 -0.17316  0.09
H 3.65683 -3.32763 -0.38549  0.10
H 4.90293 -3.98025 0.74853  0.09
H 5.83327 -1.46814 2.07322  0.10
H 5.20885 -2.83209 2.93736  0.06
H 4.52912 -1.28943 3.36945  0.08
H 2.06784 -3.28788 1.45514  0.08
H 2.21701 -2.24539 2.93975  0.11
H 3.27390 -3.71287 2.80752  0.07
H 5.84042 2.48355 1.38782  0.10
H 4.50931 2.75490 2.65566  0.09
H 5.07498 4.06918 1.58129  0.06
H 5.23784 2.60794 -1.04084  0.09
H 4.94812 4.26868 -0.77306  0.07
H 3.74677 3.30773 -1.65009  0.08
H 2.49312 3.65610 1.94605  0.07
H 1.69209 3.38646 0.38182  0.06
H 2.89462 4.71047 0.52637  0.07
H -3.96373 3.13109 -0.15090  0.10
H -5.25750 -0.35089 -0.95289  0.09
H -5.50171 -1.22795 0.57962  0.06
H -3.98570 -1.38056 -0.30832  0.08
H -5.66905 1.86404 0.19287  0.08
H -5.10696 2.25547 1.82022  0.08
H -6.18295 0.85018 1.50821  0.08
H -2.88408 -0.85189 2.08474  0.07
H -4.61320 -0.58014 2.64771  0.09
H -3.38255 0.68672 2.88235  0.08
Se -5.12999 -4.83883 -2.96472  0.26
C -6.15648 -6.32007 -2.91670  -1.08
N -6.85048 -7.25802 -2.87170  -0.07
C 0.41239 -9.65737 -1.48530  -0.45
Te -0.32604 -7.80906 -2.48729  1.04
C -2.35352 -7.84678 -1.84253  -0.48
H -0.37982 -10.43692 -1.50386  0.00
H 0.57434 -9.29943 -0.45256  -0.02
H 1.34520 -9.90197 -1.96051  -0.04
H -2.62713 -6.78020 -1.76663  -0.03
H -2.33019 -8.34785 -0.88126  -0.01
H -2.99611 -8.36563 -2.54166  0.00

---

# 2
2 unconnected molecules or ions with the total composition C10H16O at a distorted geometry. Source: the OMol25 dataset; level of theory: wB97M-V/def2-TZVPD.

Its gap between HOMO and LUMO is 9.0 eV. The max |F| comes out at 5.25 eV/A. Its structure (SMILES) is Cc1ccc(O)cc1.CCC. The energy relative to the best compared isomer or geometry (same formula, charge and spin) comes out at 71.8 kcal per mole. The calculated total energy comes out at -12674.612 eV.

Last column: natural (NBO) charge in e.
Positions of all 27 atoms, in Å:
C 2.32853 1.36703 -0.06487  -0.62
C 0.22995 -1.17742 1.44654  -0.28
C 1.29352 -0.31926 1.37381  -0.19
C -0.15534 -1.92495 0.36845  0.29
C 1.89521 -0.02804 0.18290  -0.05
C 0.63471 -1.87637 -0.80020  -0.27
C 1.61152 -0.91263 -0.93156  -0.20
O -1.21567 -2.73586 0.55825  -0.67
H -0.32505 -1.33289 2.45270  0.21
H 1.45816 0.36790 2.21211  0.20
H -1.84948 -2.24198 1.25551  0.49
H 0.44109 -2.67390 -1.58525  0.23
H 2.94292 1.54605 -0.85776  0.22
H 2.85482 1.72792 0.89588  0.21
H 2.04599 -0.55189 -1.96553  0.22
H 1.48855 2.05082 0.00106  0.22
C -1.15147 2.10528 -0.62509  -0.40
C -1.90009 0.89913 0.06434  -0.63
C -2.21430 3.02390 -1.39220  -0.60
H -0.82176 2.80597 0.16103  0.18
H -0.28293 1.65198 -0.92466  0.21
H -1.29235 0.70153 1.01554  0.22
H -2.75513 2.45989 -2.20268  0.20
H -2.91252 3.26912 -0.66092  0.20
H -1.88706 0.07246 -0.68622  0.21
H -2.96341 1.05193 0.40188  0.20
H -1.84984 4.04202 -1.71152  0.21

---

# 3
A molecular structure, C34H33CdClN10O2 at a distorted geometry. Source: the OMol25 dataset; level of theory: wB97M-V/def2-TZVPD.

Its gap between HOMO and LUMO is 7.0 eV. The max |F| comes out at 2.43 eV/A. The energy relative to the best compared isomer or geometry (same formula, charge and spin) comes out at 7.2 kcal per mole. The calculated total energy comes out at -71876.397 eV.

Last column: Löwdin charge in e.
Positions of all 81 atoms, in Å:
Cd 0.75488 -0.10922 -0.54720  1.42
Cl -1.17537 -5.48947 3.40895  0.69
C -1.18505 -4.48723 2.03136  -0.71
C -0.41152 -4.89866 0.93771  -0.13
C -0.03935 -4.02954 -0.06487  -0.02
C -0.59803 -2.72757 -0.12657  -0.43
O -0.31702 -1.95098 -1.10387  -0.21
C -1.35534 -2.29625 0.99652  -0.15
C -1.80476 -0.89458 1.11361  -0.04
N -1.43558 0.10950 0.37858  0.02
C -1.71667 1.41644 0.78434  -0.23
C -1.48851 1.86782 2.07320  -0.02
C -1.68461 3.24489 2.30774  -0.08
C -2.26503 4.11519 1.38524  -0.03
C -2.62759 3.57035 0.12422  -0.17
C -3.37586 4.35731 -0.78636  0.00
C -3.80984 3.73292 -1.92332  -0.05
C -3.30944 2.46782 -2.21166  -0.13
N -2.58272 1.74509 -1.39129  0.11
C -2.27406 2.27897 -0.22119  -0.20
C -1.67132 -3.18217 1.99731  -0.07
H -0.04721 -5.87380 1.01861  0.08
H 0.79572 -4.33249 -0.76335  0.14
H -2.61533 -0.68128 1.82544  0.14
H -0.93942 1.36005 2.87739  0.12
H -1.50569 3.66135 3.29425  0.10
H -2.37709 5.18516 1.65220  0.12
H -3.83276 5.25198 -0.41569  0.11
H -4.47610 4.16818 -2.64094  0.10
H -3.56588 1.93183 -3.15311  0.12
H -2.29148 -2.81922 2.79638  0.11
C 2.70233 3.15621 2.22430  -0.04
C 1.94261 2.31792 1.27490  -0.31
N 1.65224 1.08644 1.38194  -0.03
N 1.88266 0.38986 2.47800  0.05
C 1.95801 -0.88494 2.20450  -0.47
O 1.92114 -1.37897 1.02661  -0.13
C 2.10937 -1.75004 3.42549  -0.14
C 2.49320 -1.26993 4.63891  -0.04
C 2.52783 -2.17267 5.74700  -0.07
C 2.42967 -3.52347 5.52780  -0.11
C 2.02789 -3.97296 4.31984  -0.13
C 1.83225 -3.13259 3.29732  -0.03
C 1.55616 2.93552 -0.00710  -0.22
C 1.54856 4.32804 -0.09775  -0.03
C 1.30476 4.92996 -1.31611  -0.06
C 1.00698 4.15513 -2.43713  -0.04
C 0.87630 2.76652 -2.22972  -0.13
N 1.11593 2.20432 -1.04627  0.04
H 2.21628 4.09641 2.46004  0.06
H 3.66020 3.40349 1.69959  0.11
H 2.96592 2.72321 3.22000  0.09
H 2.75739 -0.20131 4.78148  0.11
H 2.93203 -1.75125 6.67391  0.10
H 2.81981 -4.26919 6.17643  0.10
H 1.91754 -5.03918 4.12326  0.11
H 1.35915 -3.49229 2.41262  0.09
H 1.83368 4.93527 0.71516  0.08
H 1.27464 6.03397 -1.30775  0.12
H 0.96424 4.55693 -3.41379  0.09
H 0.58150 2.07270 -2.98569  0.06
C -1.35193 -3.18695 -3.88869  -0.05
N -1.62109 -1.73892 -3.75118  -0.14
C -2.82409 -1.61065 -2.95307  -0.05
C -0.51164 -0.92314 -3.50744  -0.47
N -0.47611 0.22797 -2.94695  0.09
N 0.70927 -1.23979 -4.08593  0.13
C 1.96789 -0.89077 -3.53149  -0.50
N 2.91863 -1.06488 -4.50961  0.13
N 2.25911 -0.40805 -2.39606  0.08
H -0.88615 -3.45606 -2.94018  0.08
H -0.69896 -3.46171 -4.73805  0.08
H -2.27701 -3.66703 -4.14766  0.08
H -2.86013 -0.63647 -2.49986  0.06
H -2.71564 -2.34494 -2.13929  0.09
H -3.63597 -1.92975 -3.57485  0.08
H -1.36753 0.37519 -2.45176  0.00
H 0.71763 -2.10540 -4.57957  0.11
H 2.59277 -0.83950 -5.41774  0.09
H 3.83221 -0.74216 -4.21369  0.10
H 3.28652 -0.30250 -2.34830  0.08

---

# 4
A molecular structure, C58H48GeN4O2ReSb at a distorted geometry. Source: the OMol25 dataset; level of theory: wB97M-V/def2-TZVPD.

The charge is +2. Its gap between HOMO and LUMO (alpha / beta) is 5.5 / 5.4 eV. The max |F| comes out at 6.20 eV/A. The calculated total energy comes out at -136149.641 eV.

Last column: Löwdin charge in e.
Positions of all 115 atoms, in Å:
Re -0.09100 0.20690 -0.18130  1.34
O 2.17020 -1.21290 -3.36430  0.13
C 1.32000 -0.96170 -2.54020  -0.43
N 1.47510 -0.37130 -1.31200  -0.03
C 2.71250 -0.08310 -0.77790  -0.21
C 3.94210 -0.24510 -1.42520  0.00
C 5.10870 0.10430 -0.78310  -0.04
C 5.07990 0.61900 0.51400  -0.04
C 3.88500 0.80480 1.17260  0.01
C 2.68300 0.47080 0.54180  -0.19
N 1.42230 0.73470 1.03020  -0.04
C 1.20410 1.27550 2.26860  -0.42
O 1.99230 1.39090 3.18010  0.14
C -0.23240 1.68690 2.41920  -0.18
C -0.60410 2.59030 3.40540  0.05
C -1.93150 2.97980 3.48370  0.01
C -2.84080 2.40730 2.60630  -0.04
C -2.39050 1.51650 1.64710  -0.18
N -1.10380 1.17840 1.53160  -0.09
C -0.12170 -1.30390 -2.78720  -0.20
C -0.48810 -1.92210 -3.97430  0.04
C -1.83290 -2.10530 -4.24680  0.01
C -2.75770 -1.65240 -3.31780  -0.01
C -2.31350 -1.06790 -2.14550  -0.14
N -1.01810 -0.90770 -1.86710  -0.04
H 3.96470 -0.64500 -2.42500  0.11
H 6.05250 -0.03870 -1.28370  0.12
H 5.99580 0.88800 1.01410  0.12
H 3.86140 1.22550 2.16460  0.11
H 0.15980 2.98620 4.05910  0.14
H -2.24540 3.71390 4.20830  0.13
H -3.89010 2.64600 2.65820  0.13
H -3.06350 1.04510 0.94300  0.12
H 0.29220 -2.21500 -4.65940  0.13
H -2.15490 -2.56990 -5.16470  0.13
H -3.81640 -1.74710 -3.49390  0.12
H -3.01030 -0.68670 -1.41570  0.10
C -2.83470 -0.57020 3.89330  -0.06
C -2.79170 -2.05610 4.06850  -0.30
C -3.54550 -2.66710 5.06680  -0.03
C -3.52980 -4.03850 5.23470  -0.05
C -2.74290 -4.82140 4.40880  -0.05
C -1.98830 -4.22900 3.41120  -0.11
C -2.02230 -2.85550 3.23930  -0.30
Sb -0.79970 -2.19840 1.54520  1.61
C 1.06830 -2.92290 2.39520  -0.33
C 1.09190 -2.96440 3.78530  -0.12
C 2.21250 -3.42050 4.45200  -0.06
C 3.33080 -3.80330 3.72800  -0.04
C 3.30900 -3.74280 2.34820  -0.03
C 2.18350 -3.30020 1.65550  -0.32
C 2.22460 -3.30120 0.15840  -0.05
C -1.91910 -3.56040 0.24030  -0.31
C -3.14510 -3.02070 -0.13690  -0.18
C -4.03310 -3.75170 -0.90380  -0.08
C -3.68270 -5.02870 -1.31520  -0.05
C -2.47930 -5.56850 -0.91120  -0.03
C -1.58570 -4.86300 -0.10260  -0.29
C -0.38140 -5.57830 0.41590  -0.05
H -3.36950 -0.09530 4.71240  0.09
H -3.35110 -0.33280 2.96110  0.07
H -1.82040 -0.16380 3.85910  0.07
H -4.15090 -2.05090 5.71610  0.12
H -4.12620 -4.49430 6.00980  0.12
H -2.71030 -5.89200 4.53300  0.12
H -1.36850 -4.84620 2.77980  0.09
H 0.21430 -2.67910 4.34990  0.09
H 2.20380 -3.48130 5.52850  0.11
H 4.21240 -4.15510 4.24060  0.12
H 4.17380 -4.05270 1.78020  0.12
H 3.01890 -2.64340 -0.19970  0.08
H 1.26920 -2.99520 -0.28010  0.04
H 2.46070 -4.29920 -0.20770  0.10
H -3.42820 -2.03290 0.21860  0.08
H -4.99470 -3.33770 -1.16710  0.11
H -4.35960 -5.60940 -1.92580  0.12
H -2.22040 -6.57400 -1.20260  0.12
H 0.23630 -5.95510 -0.39490  0.10
H -0.70530 -6.44290 0.99310  0.10
H 0.22180 -4.94470 1.06080  0.04
C -0.87300 1.63600 -1.12640  -0.12
Ge -1.37330 2.98320 -2.40620  0.99
C 0.21770 3.00760 -3.59650  -0.27
C 0.97150 4.14410 -3.83950  -0.09
C 1.98830 4.11100 -4.78090  -0.06
C 2.26580 2.93880 -5.46240  -0.06
C 1.53130 1.79310 -5.20190  -0.06
C 0.50900 1.83020 -4.27250  -0.14
C -1.98760 4.59590 -1.42780  -0.27
C -1.80660 5.86850 -1.94480  -0.10
C -2.34990 6.96790 -1.30120  -0.06
C -3.07380 6.80010 -0.13310  -0.06
C -3.23740 5.53200 0.40020  -0.07
C -2.70400 4.43400 -0.24990  -0.12
C -2.87770 2.07860 -3.35650  -0.27
C -3.99430 1.64460 -2.65760  -0.14
C -5.05760 1.06800 -3.33010  -0.08
C -5.01470 0.92870 -4.70780  -0.07
C -3.90390 1.36430 -5.40890  -0.06
C -2.83910 1.93680 -4.73390  -0.10
H 0.76310 5.06080 -3.30870  0.09
H 2.55380 5.00700 -4.98830  0.11
H 3.04990 2.92060 -6.20290  0.11
H 1.74440 0.87600 -5.73020  0.11
H -0.08880 0.94760 -4.08460  0.08
H -1.25780 6.00580 -2.86430  0.09
H -2.21730 7.95320 -1.72300  0.12
H -3.51890 7.65570 0.35080  0.11
H -3.79250 5.40110 1.31870  0.10
H -2.84710 3.44140 0.15220  0.06
H -4.04690 1.78780 -1.58740  0.09
H -5.93100 0.74570 -2.78240  0.11
H -5.85390 0.50570 -5.23820  0.11
H -3.87040 1.28430 -6.48480  0.11
H -1.98650 2.30250 -5.28690  0.10